Entry 1:
ORCA calculation (ωB97M-V/def2-TZVPD) on C34H62BCaFN7O2P2SeSi as an isolated structure.

Atoms and positions in Å:
Ca1 -0.4451 0.3935 2.2601
C1 -2.2537 3.7644 -4.1141
C2 -0.9934 2.9249 -4.3400
C3 -1.3328 1.7509 -5.2691
C4 0.0292 3.7903 -5.0813
P1 -0.1953 2.1182 -2.8141
C5 -1.6734 1.6892 -1.7228
N1 -1.7483 0.2884 -1.3633
B1 -1.0371 -0.3879 -0.2763
N2 -1.3252 -1.7991 -0.5750
C6 -0.7639 -2.9812 0.0423
P2 1.0992 -3.0092 0.1094
C7 1.3178 -4.6829 0.9766
C8 1.2131 -4.3639 2.4719
C9 2.7141 -5.2564 0.7299
C10 0.2779 -5.7551 0.6421
C11 1.6012 -3.2003 -1.7090
C12 1.0782 -4.4451 -2.4255
C13 3.1328 -3.1547 -1.8047
C14 1.0920 -1.9601 -2.4632
C15 -2.1812 -1.9160 -1.6537
C16 -2.7667 -3.0215 -2.2527
C17 -3.6329 -2.8255 -3.3282
C18 -3.9199 -1.5478 -3.7839
C19 -3.3308 -0.4319 -3.1907
C20 -2.4423 -0.6171 -2.1438
C21 0.6231 3.5019 -1.8148
C22 0.9151 2.9004 -0.4318
C23 -0.1932 4.7792 -1.6282
C24 1.9853 3.8357 -2.4375
H1 -2.5681 4.1980 -5.0696
H2 -3.0905 3.1708 -3.7483
H3 -2.0906 4.5824 -3.4122
H4 -1.8223 2.1263 -6.1739
H5 -0.4284 1.2152 -5.5619
H6 -1.9979 1.0291 -4.7985
H7 -0.3548 4.0187 -6.0807
H8 0.2069 4.7384 -4.5750
H9 0.9828 3.2723 -5.2005
H10 -1.6207 2.2828 -0.8119
H11 -2.5956 1.9855 -2.2204
H12 -1.1123 -3.0846 1.0767
H13 -1.1070 -3.8641 -0.4965
H14 1.9970 -3.6670 2.7826
H15 0.2584 -3.9122 2.7444
H16 1.3338 -5.2846 3.0522
H17 3.4901 -4.5095 0.9129
H18 2.8831 -6.0890 1.4204
H19 2.8340 -5.6394 -0.2831
H20 -0.7308 -5.4349 0.8989
H21 0.2922 -6.0364 -0.4114
H22 0.4908 -6.6537 1.2304
H23 1.5279 -5.3634 -2.0448
H24 -0.0072 -4.5305 -2.3467
H25 1.3207 -4.3753 -3.4909
H26 3.6199 -3.9985 -1.3240
H27 3.4210 -3.1608 -2.8608
H28 3.5238 -2.2405 -1.3544
H29 0.0210 -1.9966 -2.6440
H30 1.3083 -1.0286 -1.9363
H31 1.5907 -1.9173 -3.4373
H32 -2.5801 -4.0230 -1.8863
H33 -4.0996 -3.6823 -3.7981
H34 -4.6138 -1.4107 -4.6040
H35 -3.5875 0.5613 -3.5344
H36 0.0249 2.8247 0.1934
H37 1.3346 1.8946 -0.5219
H38 1.6324 3.5419 0.0912
H39 -1.1863 4.5769 -1.2232
H40 0.3095 5.4354 -0.9112
H41 -0.3004 5.3323 -2.5625
H42 2.5793 2.9299 -2.5816
H43 1.9055 4.3471 -3.3937
H44 2.5327 4.4953 -1.7566
N3 2.9576 -0.1328 0.5005
N4 3.5730 0.9754 1.0972
C25 3.1753 1.5453 2.2482
N5 4.0080 2.4211 2.8255
N6 1.9537 1.2134 2.6823
N7 1.4411 1.6708 3.8342
O1 -1.0961 2.5232 2.3915
O2 2.0334 2.5276 4.4725
H45 2.0648 0.1407 0.0903
H46 2.7352 -0.8405 1.1972
H47 4.5093 1.1577 0.7734
H48 4.9741 2.4583 2.5505
H49 3.6873 2.8300 3.6954
F1 -3.4820 7.1629 0.7325
C26 -2.8889 6.0016 1.1497
C27 -3.5241 4.7982 0.9208
C28 -2.9242 3.6226 1.3460
C29 -1.6739 3.6215 2.0058
C30 -1.0735 4.8824 2.2183
C31 -1.6718 6.0592 1.7973
H50 -4.4813 4.7859 0.4139
H51 -3.4111 2.6684 1.1771
H52 -0.1162 4.9037 2.7258
H53 -1.2004 7.0201 1.9630
C32 0.2824 -3.8739 5.8231
Si1 -0.3941 -2.1094 5.7770
C33 -1.5314 -1.8994 7.2633
C34 1.0815 -0.9659 6.0363
Se1 -1.5162 -1.7250 3.8909
H54 0.5167 -4.1812 6.8462
H55 1.1957 -3.9514 5.2292
H56 -0.4417 -4.5775 5.4102
H57 -1.0160 -2.1506 8.1951
H58 -2.4083 -2.5417 7.1678
H59 -1.8824 -0.8682 7.3283
H60 1.5370 -1.1550 7.0130
H61 0.7937 0.0850 5.9855
H62 1.8424 -1.1395 5.2697

Relative energy (zero: lowest compared OMol25 entry of this formula, charge and spin): 5.23 kcal/mol
Total charge: -1
DFT total energy: -6042.6766 Ha

=====

Entry 2:
ORCA calculation (ωB97M-V/def2-TZVPD) on a 7-piece molecular cluster, C34H62N11S2 overall.

Atoms and positions in Å:
C1 1.1403 1.0699 5.4243
C2 1.2556 -0.4422 5.0629
N1 1.0069 -0.7992 3.6378
C3 1.1246 0.3546 2.7179
C4 1.0960 -0.0507 1.2021
C5 -0.2584 -1.4537 3.4883
S1 -0.3954 -2.8186 2.5993
S2 -1.7796 -0.8243 4.2997
C6 -3.1003 -0.6764 3.0299
C7 -3.0143 0.6705 2.2151
C8 -3.5467 1.8336 3.1053
N2 -2.8581 3.1123 2.8922
C9 -3.2883 4.3756 2.9780
N3 -2.3391 5.3017 2.7451
C10 -1.2413 4.5414 2.4752
N4 0.0179 4.8887 2.1805
N5 -1.5824 3.2498 2.5494
H1 0.2499 1.5737 5.0083
H2 1.0753 1.1980 6.5248
H3 2.0515 1.6223 5.1230
H4 0.5147 -0.9717 5.6946
H5 2.2788 -0.7665 5.3207
H6 0.2026 0.9767 2.8547
H7 2.0520 0.9307 2.8544
H8 0.0616 -0.2986 0.9208
H9 1.8090 -0.8560 0.9682
H10 1.3405 0.8585 0.6285
H11 -3.1277 -1.5491 2.3517
H12 -4.0916 -0.6594 3.5281
H13 -1.9739 0.7885 1.8884
H14 -3.6533 0.5091 1.3251
H15 -4.6311 1.9999 3.0042
H16 -3.3852 1.5231 4.1705
H17 -4.3278 4.5946 3.2269
H18 0.2917 5.6901 1.6355
H19 0.7476 4.2529 2.4733
H20 -0.8517 2.5703 2.3398
C11 -3.3616 -7.4320 -0.0569
C12 -1.9222 -7.2477 0.4113
C13 -1.6697 -5.8720 1.0357
C14 -1.9394 -4.8031 0.0433
N6 -2.1531 -3.9876 -0.7289
H21 -3.6224 -6.7202 -0.8422
H22 -3.5026 -8.4329 -0.4663
H23 -4.0628 -7.3025 0.7708
H24 -1.2502 -7.3960 -0.4373
H25 -1.6848 -8.0190 1.1470
H26 -0.6331 -5.7943 1.3670
H27 -2.3139 -5.7215 1.9037
C15 -2.1051 0.7428 -2.9037
C16 -1.8564 2.2469 -2.9138
C17 -0.5670 2.6353 -2.1828
C18 -0.6388 2.2150 -0.7710
N7 -0.6950 1.8707 0.3182
H28 -2.2363 0.3622 -1.8883
H29 -3.0137 0.5040 -3.4588
H30 -1.2776 0.2105 -3.3632
H31 -2.7107 2.7533 -2.4558
H32 -1.7951 2.5947 -3.9467
H33 -0.4199 3.7165 -2.2227
H34 0.2971 2.1572 -2.6487
C19 -4.5012 4.3752 7.0379
C20 -4.3157 3.4018 8.1970
C21 -3.4289 2.2064 7.8345
C22 -4.0327 1.4403 6.7246
N8 -4.5001 0.8497 5.8641
H35 -5.0074 3.9008 6.1933
H36 -5.1128 5.2230 7.3475
H37 -3.5384 4.7605 6.6909
H38 -5.2955 3.0479 8.5246
H39 -3.8680 3.9316 9.0395
H40 -3.3138 1.5461 8.6949
H41 -2.4354 2.5433 7.5318
C23 2.8251 6.0952 -3.5029
C24 2.9011 5.0334 -2.4109
C25 3.7765 3.8385 -2.7997
C26 3.2326 3.1742 -4.0028
N9 2.8123 2.6611 -4.9331
H42 2.3683 5.7025 -4.4129
H43 2.2170 6.9385 -3.1723
H44 3.8190 6.4719 -3.7528
H45 1.8896 4.6886 -2.1785
H46 3.3034 5.4857 -1.5010
H47 3.8110 3.1141 -1.9845
H48 4.7975 4.1632 -3.0066
C27 3.8723 -1.2942 -4.9515
C28 2.6930 -2.2441 -5.1154
C29 1.3412 -1.5226 -5.1253
C30 1.1352 -0.8041 -3.8516
N10 0.9795 -0.2430 -2.8679
H49 3.8329 -0.7669 -3.9946
H50 4.8070 -1.8450 -4.9796
H51 3.8924 -0.5522 -5.7517
H52 2.7120 -2.9792 -4.3061
H53 2.8075 -2.7945 -6.0518
H54 0.5300 -2.2404 -5.2582
H55 1.2963 -0.8048 -5.9463
C31 4.4623 -6.1690 -5.8192
C32 4.3067 -6.0281 -7.3296
C33 5.4361 -5.2169 -7.9721
C34 5.4631 -3.8480 -7.4153
N11 5.4840 -2.7911 -6.9800
H56 4.4249 -5.1989 -5.3194
H57 3.6545 -6.7766 -5.4092
H58 5.4099 -6.6494 -5.5656
H59 3.3451 -5.5560 -7.5459
H60 4.2844 -7.0223 -7.7804
H61 5.2892 -5.1546 -9.0510
H62 6.4015 -5.6918 -7.7894

Total charge: +1
DFT total energy: -2731.1020 Ha

=====

So what do the calculations give for strongest force on any atom? Going down the list: 0.0120, 0.0527 hartree/bohr.
So what do the calculations give for LUMO energy? Going down the list: 1.845, -2.396 eV.